64
Properties=species:S:1:pos:R:3 method="wB97M-V/def2-TZVPD" orbital_gap_ev=6.249 multiplicity=1 energy_ha=-2223.35116 total_charge=-1
Na -1.052 0.416 0.482
C -2.296 2.087 1.744
C -3.327 1.297 1.172
C -3.439 0.126 1.992
C -2.483 0.256 3.027
C -1.781 1.457 2.887
C -0.744 2.011 3.839
C 0.145 0.887 4.378
C -1.447 2.686 5.028
C 0.135 3.048 3.143
C -4.461 -1.011 2.046
C -4.890 -1.556 0.683
C -5.706 -0.565 2.836
C -3.881 -2.216 2.806
C -4.067 1.764 -0.089
C -3.722 0.914 -1.323
C -5.584 1.822 0.112
C -3.650 3.196 -0.459
H -1.930 3.013 1.331
H -2.354 -0.447 3.835
H -0.444 0.159 4.937
H 0.917 1.279 5.046
H 0.626 0.352 3.559
H -2.074 1.969 5.556
H -2.089 3.491 4.671
H -0.724 3.106 5.735
H 0.649 2.626 2.278
H 0.891 3.431 3.836
H -0.454 3.896 2.795
H -5.388 -0.816 0.065
H -5.589 -2.386 0.824
H -4.031 -1.933 0.124
H -6.413 -1.395 2.946
H -6.225 0.256 2.355
H -5.408 -0.229 3.828
H -2.933 -2.541 2.373
H -4.586 -3.050 2.758
H -3.713 -1.993 3.857
H -3.891 -0.148 -1.176
H -2.673 1.041 -1.599
H -4.316 1.234 -2.185
H -6.028 0.853 0.312
H -6.067 2.222 -0.784
H -5.824 2.476 0.952
H -2.585 3.268 -0.679
H -3.884 3.899 0.340
H -4.187 3.505 -1.360
Cl 0.129 0.910 -4.324
C 1.345 1.033 -3.084
C 2.628 1.425 -3.461
C 3.624 1.543 -2.536
Cl 5.226 2.030 -3.045
C 3.369 1.279 -1.168
C 4.345 1.391 -0.152
C 3.997 1.132 1.141
C 2.667 0.764 1.419
N 1.738 0.641 0.507
C 2.065 0.888 -0.786
C 0.979 0.735 -1.763
O -0.169 0.368 -1.397
H 2.824 1.635 -4.504
H 5.353 1.683 -0.413
H 4.714 1.212 1.947
H 2.375 0.573 2.445



66
Properties=species:S:1:pos:R:3 method="wB97M-V/def2-TZVPD" orbital_gap_ev=8.918 multiplicity=1 energy_ha=-1475.80520 smiles="COCC1CCN(C(=O)C[C@H]2C(=O)NCCN2Cc2cccc(Oc3ccccc3)c2)CC1"
C 0.000 2.134 -3.954
O -0.172 0.930 -3.257
C 0.078 -0.212 -4.047
C -0.056 -1.462 -3.172
C -1.473 -1.541 -2.597
C -1.597 -2.639 -1.536
N -0.588 -2.483 -0.517
C -0.746 -2.066 0.761
O 0.211 -1.892 1.495
C -2.158 -1.818 1.261
C -2.641 -0.422 0.798
C -4.101 -0.271 1.228
O -4.955 -1.036 0.821
N -4.397 0.723 2.086
C -3.465 1.705 2.591
C -2.055 1.103 2.561
N -1.718 0.591 1.256
C -1.308 1.589 0.290
C -0.028 2.247 0.736
C 0.142 3.621 0.640
C 1.314 4.211 1.083
C 2.322 3.438 1.626
C 2.160 2.057 1.715
O 3.156 1.352 2.334
C 3.454 0.077 1.925
C 3.464 -0.293 0.585
C 3.880 -1.563 0.232
C 4.277 -2.469 1.200
C 4.266 -2.097 2.533
C 3.862 -0.827 2.898
C 0.987 1.463 1.266
C 0.752 -2.565 -1.059
C 0.974 -1.419 -2.041
H 1.025 2.231 -4.334
H -0.199 2.935 -3.244
H -0.696 2.210 -4.799
H -0.638 -0.253 -4.884
H 1.093 -0.158 -4.472
H 0.132 -2.340 -3.800
H -2.191 -1.731 -3.397
H -1.706 -0.571 -2.157
H -2.597 -2.627 -1.106
H -1.443 -3.616 -2.012
H -2.866 -2.578 0.932
H -2.112 -1.833 2.350
H -2.658 -0.414 -0.296
H -5.373 0.815 2.332
H -3.499 2.615 1.977
H -3.745 1.974 3.613
H -2.004 0.275 3.273
H -1.318 1.852 2.850
H -2.078 2.359 0.104
H -1.115 1.083 -0.662
H -0.646 4.234 0.225
H 1.440 5.281 1.011
H 3.235 3.882 1.991
H 3.157 0.416 -0.170
H 3.905 -1.843 -0.812
H 4.596 -3.461 0.915
H 4.574 -2.799 3.293
H 3.855 -0.518 3.932
H 0.846 0.396 1.363
H 1.455 -2.502 -0.227
H 0.871 -3.531 -1.565
H 1.981 -1.475 -2.456
H 0.874 -0.472 -1.508



71
Properties=species:S:1:pos:R:3 method="wB97M-V/def2-TZVPD" orbital_gap_ev="6.460 / 6.551" multiplicity=2 energy_ha=-2936.22235 total_charge=+2
W -0.156 -0.153 -0.567
C -1.092 3.102 -0.506
N -0.679 2.256 0.647
C 0.306 3.125 1.370
C 1.132 2.509 2.481
C 2.236 1.590 1.954
N 2.010 1.200 0.558
C 2.849 1.717 -0.271
C 3.026 1.385 -1.664
C 3.954 2.086 -2.444
C 4.280 1.630 -3.704
C 3.722 0.443 -4.173
C 2.812 -0.277 -3.414
C 2.443 0.223 -2.175
O 1.582 -0.437 -1.368
C -1.877 2.082 1.512
C -1.721 1.200 2.758
C -0.959 -0.108 2.502
N -1.405 -0.603 1.194
C -2.609 -1.067 1.160
C -3.440 -1.084 -0.006
C -4.677 -1.744 -0.038
C -5.563 -1.493 -1.063
C -5.254 -0.531 -2.025
C -4.046 0.148 -2.002
C -3.117 -0.160 -1.014
O -1.945 0.484 -0.967
H -1.364 4.103 -0.158
H -1.943 2.668 -1.018
H -0.260 3.191 -1.206
H -0.258 3.972 1.774
H 0.977 3.540 0.618
H 0.522 2.002 3.215
H 1.593 3.338 3.020
H 2.306 0.681 2.557
H 3.204 2.090 2.037
H 3.577 2.441 0.107
H 4.425 2.975 -2.043
H 4.989 2.172 -4.313
H 4.010 0.068 -5.146
H 2.385 -1.202 -3.772
H -2.661 1.668 0.881
H -2.228 3.073 1.821
H -2.735 0.948 3.080
H -1.284 1.740 3.595
H -1.168 -0.843 3.283
H 0.120 0.037 2.460
H -3.078 -1.337 2.108
H -4.935 -2.438 0.753
H -6.513 -2.006 -1.101
H -5.976 -0.301 -2.797
H -3.816 0.919 -2.726
S -1.293 -2.649 -5.857
Sb -2.471 -1.437 -4.520
S -0.759 -1.856 -2.144
S -0.416 -0.170 -3.294
C 3.854 -2.765 2.246
C 2.491 -2.707 1.657
C 1.455 -3.625 1.646
C 0.410 -3.044 0.936
N 0.775 -1.803 0.538
N 2.043 -1.635 1.001
C -0.860 -3.737 0.584
H 4.135 -3.798 2.432
H 3.888 -2.231 3.197
H 4.590 -2.323 1.576
H 1.462 -4.612 2.074
H 2.545 -0.814 0.691
H -0.855 -4.725 1.038
H -0.943 -3.876 -0.494
H -1.750 -3.217 0.929